Record 1
C13H18BFI2N4O2P | ωB97M-V with the def2-TZVPD basis set

The LUMO energy comes out at -0.1878 hartree. Its charge is +1. Its spin multiplicity is 1.

Each line ends with the Mulliken charge.
Cartesian coordinates (Å):
I: -2.393241 -0.468746 -2.420591  0.081
I: 1.224420 -1.321323 0.762524  0.236
P: -2.067010 1.846691 -1.517983  0.072
F: 2.846568 -5.147677 -0.256011  -0.295
O: -4.027815 4.235519 0.745727  -0.435
O: -3.583080 2.654835 -1.927771  -0.468
N: -2.611616 2.260785 1.538322  0.862
N: -5.264593 2.429679 2.100553  -0.493
N: -0.477641 1.282551 0.955906  0.508
N: -1.861092 2.001295 2.676731  -0.708
C: 2.681239 -6.048477 -2.429184  -0.334
C: 2.379357 -5.870419 -3.779274  -0.427
C: 2.149644 -3.725333 -2.003192  0.059
C: 2.561281 -4.974982 -1.553471  0.294
C: 1.970954 -4.616685 -4.240939  -0.407
C: 0.632526 1.010409 3.606046  -0.203
C: 1.858480 -3.544111 -3.355012  -0.526
C: 0.710648 0.768024 0.171686  -1.054
C: 0.140024 0.665317 4.965799  -0.610
C: -1.763661 1.813162 0.363845  -0.047
C: 1.634728 3.378587 0.322613  -0.844
C: 1.984171 1.784235 0.366861  -0.302
C: -0.486577 1.382512 2.465619  0.469
B: -3.978172 2.916048 1.470843  0.090
H: 2.058963 -2.904791 -1.299193  0.067
H: -3.076001 4.504667 0.501502  0.331
H: 0.546766 3.674884 0.630893  0.132
H: 3.007927 -7.012816 -2.053980  0.413
H: 1.544390 -2.568231 -3.717378  0.365
H: 2.556976 1.490353 1.349547  0.232
H: 0.669271 1.053745 5.935532  0.281
H: 2.462465 -6.705313 -4.470645  0.365
H: -3.338884 3.185436 -2.763903  0.375
H: -0.846467 -0.004588 5.031131  0.246
H: 2.349085 3.935193 1.099557  0.281
H: 1.739897 -4.477143 -5.294843  0.365
H: -5.233255 2.392961 3.142479  0.276
H: -5.628236 1.545233 1.686814  0.278
H: 1.861432 3.883699 -0.725146  0.306
H: 2.732050 1.570115 -0.535980  0.400
H: 0.525328 0.692368 -0.997945  0.552
H: 1.808751 1.032332 3.451909  0.221

Atomic forces in eV per Å
-0.1 0.8 0.9
-0.5 1.5 -0.1
-0.6 1.1 -1.5
0.0 0.0 0.3
2.7 -3.8 1.7
2.8 -0.7 0.0
7.1 -3.5 -2.6
2.2 -0.1 -0.6
-2.8 1.0 0.8
3.2 -1.2 0.5
0.0 0.0 0.1
-0.1 0.4 0.2
0.1 -0.1 0.1
-0.2 0.1 -1.1
0.0 0.0 0.0
-1.9 -0.3 2.7
0.1 -0.4 0.1
0.9 1.1 -1.4
-0.1 0.5 -3.5
0.3 -0.6 4.5
0.6 1.0 0.4
0.7 -0.2 -0.4
-4.6 1.3 -2.9
-2.9 3.7 -0.6
0.1 -0.2 -0.2
-2.2 -0.4 0.4
2.0 -0.8 -0.6
0.0 0.1 0.0
0.1 -0.2 0.1
-1.2 0.7 -1.9
-0.6 -1.6 -2.1
0.0 0.1 0.2
-0.5 -1.0 1.8
1.9 2.3 0.1
-1.6 -1.3 -1.7
0.1 0.0 0.2
-0.1 -0.2 -1.2
0.4 0.9 0.8
-0.6 -1.3 2.1
-1.7 0.2 2.1
-0.3 0.3 2.7
-2.9 0.8 -0.1

***

Record 2
C8H8N3 | ωB97M-V with the def2-TZVPD basis set

The LUMO energy (spin up / spin down) comes out at -0.2225 / -0.2225 hartree. Its charge is +1. Its energy above the lowest of the compared OMol25 structures with the same formula, charge and spin is 383.63 kJ/mol. Its spin multiplicity is 1. As for the structure (SMILES): N#[N+]/N=C/Cc1ccccc1.

Each line ends with the Mulliken charge.
Cartesian coordinates (Å):
N: -4.268199 -0.429973 0.524868  0.362
N: -3.173895 0.199467 -0.449733  -0.160
N: -5.338982 -0.649170 0.769024  -0.115
C: 0.856914 -1.848356 -0.651516  -0.642
C: 1.452093 -0.344135 1.150161  -0.485
C: -0.080824 -0.935719 -1.043166  -0.245
C: -1.197331 1.334565 -0.910081  -0.872
C: 1.654463 -1.521470 0.479388  -0.373
C: -0.212690 0.313769 -0.407080  0.752
C: 0.549617 0.615302 0.782696  -0.398
C: -2.161410 0.771313 0.055719  0.204
H: -0.954957 -1.160022 -1.673133  0.320
H: 2.398764 -2.282703 0.646568  0.389
H: 0.471491 1.467175 1.438662  0.396
H: -1.590266 1.260473 -1.865386  0.405
H: -0.830080 2.363755 -0.682942  0.295
H: -1.827867 1.011621 1.017602  0.470
H: 1.252147 -2.565759 -1.319124  0.372
H: 2.130489 -0.095953 1.982078  0.324

Atomic forces in eV per Å
-2.4 0.1 0.6
-1.4 -0.6 -0.5
3.7 0.6 -0.8
1.7 1.6 1.3
1.7 0.3 1.8
-2.2 1.2 0.3
0.4 0.6 1.6
-1.0 -1.2 -2.4
1.8 -0.3 1.1
-0.8 -1.3 -2.0
-0.4 1.2 0.1
1.0 -0.1 -0.6
0.4 0.4 0.8
-0.2 0.5 -0.4
-0.1 -0.3 -2.1
-0.7 -0.8 0.0
-0.7 -0.2 1.8
-0.5 -1.4 -0.3
-0.5 -0.3 -0.2

***

Record 3
CH2ClNO | ωB97M-V with the def2-TZVPD basis set

The LUMO energy (spin up / spin down) comes out at -0.0119 / -0.0123 hartree. Its energy above the lowest of the compared OMol25 structures with the same formula, charge and spin is 467.79 kJ/mol. Its spin multiplicity is 1.

Each line ends with the Mulliken charge.
Cartesian coordinates (Å):
Cl: -1.552786 -0.295977 0.949221  -0.108
O: 0.587790 -1.680985 -1.062647  -0.139
N: 0.855963 -0.578144 -1.326493  0.137
C: -0.184696 0.569803 0.434507  -0.455
H: -0.346335 1.294378 -0.262512  0.300
H: 0.640064 0.690924 1.267923  0.264

Atomic forces in eV per Å
0.1 -0.3 -0.2
0.7 1.9 -1.2
-1.8 -1.6 3.1
3.4 -2.0 1.6
-0.6 2.2 -1.3
-1.8 -0.1 -2.0

***

Record 4
C7H8 | ωB97M-V with the def2-TZVPD basis set

The LUMO energy comes out at 0.0249 hartree. Its energy above the lowest of the compared OMol25 structures with the same formula, charge and spin is 605.62 kJ/mol. Its spin multiplicity is 1.

Each line ends with the Mulliken charge.
Cartesian coordinates (Å):
C: -1.006856 -0.693347 -1.101512  -1.404
C: -0.352918 2.104634 -0.853164  -0.650
C: -0.977923 0.283681 1.295207  -1.401
C: -0.325724 0.142693 -0.052713  1.632
C: 0.641899 1.361206 -0.562433  0.006
C: 1.129901 0.107134 -0.056150  -0.184
C: 2.320746 -0.445905 0.151344  -0.701
H: 3.104685 0.472901 -0.240393  0.198
H: -1.987801 0.673318 1.177716  0.371
H: -1.057643 -1.721575 -0.728746  0.367
H: -1.018813 -0.710241 1.752439  0.367
H: -2.014367 -0.318730 -1.275731  0.372
H: -0.451134 -0.689384 -2.044921  0.378
H: -0.407371 0.948151 1.952300  0.377
H: 2.403324 -1.514533 0.586757  0.271

Atomic forces in eV per Å
-0.2 -0.1 0.0
0.7 -0.6 0.2
-0.1 0.0 0.1
-0.1 -0.8 0.3
-0.2 0.5 -0.2
0.4 0.6 -0.2
0.8 1.9 -0.8
-1.3 -3.7 1.6
0.0 0.0 0.1
-0.1 0.0 -0.1
-0.1 0.1 0.0
0.0 -0.1 -0.1
-0.1 0.1 0.2
-0.1 -0.1 -0.2
0.5 2.2 -0.9

***

Record 5
C6H12NS | ωB97M-V with the def2-TZVPD basis set

The LUMO energy (spin up / spin down) comes out at -0.1680 / -0.2120 hartree. Its charge is +1. Its energy above the lowest of the compared OMol25 structures with the same formula, charge and spin is 724.32 kJ/mol. Its spin multiplicity is 1.

Each line ends with the Mulliken charge.
Cartesian coordinates (Å):
S: -1.694549 1.300148 1.691801  -0.038
N: 1.928669 -0.986937 0.050654  -0.265
C: -0.079387 -2.163846 1.026149  -0.746
C: 0.167098 2.634921 -0.306643  -0.264
C: -0.993620 1.999235 0.327706  0.368
C: -0.523276 -2.007825 -0.367626  -0.398
C: 0.416920 -1.042924 0.166032  -0.085
C: -0.889236 2.014560 -1.181690  -0.324
H: -0.263044 -2.588310 -1.289044  0.266
H: -2.557628 0.588622 0.956661  0.206
H: 2.247132 -0.037077 0.426425  0.330
H: 2.024911 -1.031551 -0.996425  0.385
H: 2.358357 -1.790681 0.453876  0.327
H: 0.734014 -2.917682 1.192514  0.216
H: -1.655818 2.640238 -1.745622  0.259
H: -0.587342 1.085360 -1.644522  0.184
H: -0.633397 -2.002779 2.045289  0.167
H: 1.157957 2.135185 -0.148102  0.025
H: -1.507868 -1.567287 -0.573912  0.115
H: 0.350107 3.738629 -0.083522  0.274

Atomic forces in eV per Å
1.3 0.6 -2.0
-1.5 1.6 -2.6
1.0 -0.4 2.8
0.9 1.5 2.0
0.0 -0.2 -0.7
-0.6 -0.4 -3.1
-0.2 2.2 2.8
-1.3 0.9 0.9
0.0 -0.5 1.3
-0.3 -0.1 0.1
-0.3 -2.2 -0.7
0.8 0.3 1.2
0.9 -0.7 0.7
-0.9 0.2 -0.2
1.2 -0.8 0.8
-0.1 -0.3 0.0
0.5 -0.3 -2.4
-1.0 -0.1 -0.3
0.3 -0.1 0.2
-0.6 -1.3 -0.8

***

Record 6
C5H13NO | ωB97M-V with the def2-TZVPD basis set

The LUMO energy comes out at 0.0320 hartree. Its energy above the lowest of the compared OMol25 structures with the same formula, charge and spin is 180.80 kJ/mol. Its spin multiplicity is 1. As for the structure (SMILES): C/C=C(\C)NC.O.

Each line ends with the Mulliken charge.
Cartesian coordinates (Å):
O: 3.296313 -0.337160 0.460749  -0.666
N: 0.494686 1.238562 0.406962  -0.381
C: 0.114562 -1.144748 0.319215  -0.518
C: -0.864006 -2.283415 0.114918  -1.170
C: -0.047691 0.069586 -0.213978  0.963
C: -0.426919 2.369403 0.496517  -1.084
C: -0.929462 0.322936 -1.387631  -1.434
H: -0.374479 -3.135898 -0.378186  0.263
H: 2.452348 -0.031799 0.809872  0.307
H: -1.154489 -2.690220 1.082803  0.307
H: 0.732375 -1.316107 1.196939  0.318
H: 3.085166 -1.164337 0.018146  0.344
H: -0.581291 -0.200504 -2.286599  0.390
H: -1.744243 -2.050015 -0.474861  0.294
H: 0.679772 0.964699 1.363365  0.386
H: -1.451798 2.086725 0.748295  0.355
H: 0.022838 3.105375 1.169704  0.381
H: -0.982639 1.349451 -1.720630  0.331
H: -1.907253 -0.153647 -1.324927  0.299
H: -0.413790 3.001113 -0.400672  0.317

Atomic forces in eV per Å
0.2 -0.1 0.2
-0.1 -0.6 0.0
-1.2 -0.3 0.4
1.2 -0.8 -0.6
-0.4 0.5 0.7
0.8 1.1 -0.5
0.0 -0.9 -1.4
-0.1 0.1 -0.1
0.1 0.1 -0.3
-0.2 0.2 0.1
0.1 0.4 0.0
0.0 0.0 0.0
0.6 0.0 0.2
-0.1 0.2 0.1
0.3 0.1 0.0
0.0 0.2 0.2
-0.4 -0.4 0.6
-0.3 0.2 0.4
-0.3 0.5 0.6
-0.3 -0.6 -0.3

***

> Which formula does entry 4 have?

C7H8

***

Copy entry 3 word for word.
CH2ClNO | ωB97M-V with the def2-TZVPD basis set

The LUMO energy (spin up / spin down) comes out at -0.0119 / -0.0123 hartree. Its energy above the lowest of the compared OMol25 structures with the same formula, charge and spin is 467.79 kJ/mol. Its spin multiplicity is 1.

Each line ends with the Mulliken charge.
Cartesian coordinates (Å):
Cl: -1.552786 -0.295977 0.949221  -0.108
O: 0.587790 -1.680985 -1.062647  -0.139
N: 0.855963 -0.578144 -1.326493  0.137
C: -0.184696 0.569803 0.434507  -0.455
H: -0.346335 1.294378 -0.262512  0.300
H: 0.640064 0.690924 1.267923  0.264

Atomic forces in eV per Å
0.1 -0.3 -0.2
0.7 1.9 -1.2
-1.8 -1.6 3.1
3.4 -2.0 1.6
-0.6 2.2 -1.3
-1.8 -0.1 -2.0